Molecular formula: C2H5N
Method: DFT, ωB97M-V/def2-TZVPD

CARTESIAN COORDINATES (ANGSTROEM)
N  0.93292  0.51569  -0.45224
H  -1.34988  0.09163  -1.05351
H  -0.48850  -1.36656  -0.84596
C  -0.36040  -0.29781  -0.57912
H  0.82967  -0.93903  1.11203
H  0.36343  1.33982  -0.22607
C  0.24950  -0.05582  0.66446
H  -0.17673  0.71207  1.38041

The spin multiplicity is 1. The highest occupied orbital energy comes out at -0.37328 hartree. The calculation puts the total energy at -3642.33404 eV. The SMILES is C1CN1. For the gap between HOMO and LUMO, the calculation gives 11.31 eV. For the energy above the lowest of the compared OMol25 structures with the same formula, charge and spin, the calculation gives 2.180 eV.

Molecular formula: C2H5N
Method: DFT, ωB97M-V/def2-TZVPD

CARTESIAN COORDINATES (ANGSTROEM)
H  1.12737  1.38511  0.64682
H  -0.11831  -1.67478  -0.30749
C  -0.83815  -0.98239  0.09502
H  0.55469  1.48814  -0.85915
C  0.60248  0.81741  -0.09020
H  1.22525  -0.10092  -0.16212
N  -0.68508  0.27693  0.30055
H  -1.86827  -1.20950  0.37656

The spin multiplicity is 1. The highest occupied orbital energy comes out at -0.35744 hartree. The calculation puts the total energy at -3643.63120 eV. The SMILES is C=NC. For the gap between HOMO and LUMO, the calculation gives 10.96 eV. For the energy above the lowest of the compared OMol25 structures with the same formula, charge and spin, the calculation gives 0.883 eV.

Molecular formula: C2H5N2
Method: DFT, ωB97M-V/def2-TZVPD

CARTESIAN COORDINATES (ANGSTROEM)
C  -1.06202  0.66325  -0.00491
H  -0.97348  -1.95319  -0.11276
N  1.48089  -0.06806  0.00401
H  -1.45120  1.14350  -0.99064
H  -1.52697  1.25158  0.81920
C  0.21155  -0.09000  0.07409
H  2.06002  -0.88150  -0.04520
H  2.04175  0.76211  0.11858
N  -0.78054  -0.82769  0.13761

The spin multiplicity is 1. The highest occupied orbital energy comes out at -0.59768 hartree. As for the total charge: +1. The calculation puts the total energy at -5126.02096 eV. The SMILES is [NH2+]=C1CN1. For the gap between HOMO and LUMO, the calculation gives 12.38 eV. For the energy above the lowest of the compared OMol25 structures with the same formula, charge and spin, the calculation gives 1.026 eV.

Molecular formula: C2H5N2
Method: DFT, ωB97M-V/def2-TZVPD

CARTESIAN COORDINATES (ANGSTROEM)
C  0.64286  -0.05429  0.44387
H  1.48470  -0.56607  0.73516
H  -1.22471  -1.09747  1.03539
H  0.59458  0.81173  2.18795
C  -0.79772  0.03217  -0.81210
H  1.05146  0.94203  -1.62211
N  -0.59665  -0.69516  0.28901
N  0.45961  0.48092  -0.88331
H  -1.61413  0.14613  -1.37386

The spin multiplicity is 1. The highest occupied orbital energy (spin up / spin down) comes out at -0.56105 / -0.56933 hartree. As for the total charge: +1. The calculation puts the total energy at -5123.01749 eV. For the gap between HOMO and LUMO (spin up / spin down), the calculation gives 9.36 / 9.28 eV. For the energy above the lowest of the compared OMol25 structures with the same formula, charge and spin, the calculation gives 4.029 eV.

Molecular formula: C2H5N2O
Method: DFT, ωB97M-V/def2-TZVPD

CARTESIAN COORDINATES (ANGSTROEM)
C  -0.09133  1.05970  -0.73031
N  0.24743  0.59017  0.44422
H  1.11043  0.93917  0.86835
C  -0.27636  -0.55284  0.94119
H  0.14101  -0.94527  1.85381
N  0.48198  -1.26245  -1.40455
O  0.26978  -1.72407  -0.39266
H  -1.33430  -0.73612  0.78297
H  0.49679  1.83083  -1.19671
H  -1.04544  0.80088  -1.16631

The spin multiplicity is 1. The highest occupied orbital energy comes out at -0.51989 hartree. As for the total charge: +1. The calculation puts the total energy at -7171.33948 eV. For the gap between HOMO and LUMO, the calculation gives 8.60 eV. For the energy above the lowest of the compared OMol25 structures with the same formula, charge and spin, the calculation gives 4.692 eV.

Molecular formula: C2H5N2O
Method: DFT, ωB97M-V/def2-TZVPD

CARTESIAN COORDINATES (ANGSTROEM)
H  0.38008  1.19472  -0.88246
C  0.35303  0.65343  0.00253
O  -3.10948  -0.45965  -0.10587
N  -2.04067  -0.10428  -0.06748
H  0.84698  -1.20801  -0.91381
H  2.04026  -0.17588  0.05895
N  -1.09580  0.53979  0.18892
H  0.49909  1.32217  0.84919
H  0.99924  -1.15658  0.84535
C  1.12727  -0.60571  0.02468

The spin multiplicity is 1. The highest occupied orbital energy comes out at -0.65123 hartree. As for the total charge: +1. The calculation puts the total energy at -7170.80595 eV. The SMILES is CCN=[N+]=O. For the gap between HOMO and LUMO, the calculation gives 11.15 eV. For the energy above the lowest of the compared OMol25 structures with the same formula, charge and spin, the calculation gives 5.226 eV.

Molecular formula: C2H5N2O6S3
Method: DFT, ωB97M-V/def2-TZVPD

CARTESIAN COORDINATES (ANGSTROEM)
H  -0.36035  -0.80129  1.73735
O  -0.38427  -1.11844  -2.72322
O  0.45663  -1.53829  2.75011
C  0.92128  0.67425  0.92806
H  -2.13193  0.22723  -2.44882
O  0.91843  0.93208  -1.91500
C  -0.74159  -0.56903  -0.30554
S  2.49393  -1.24833  -0.12391
S  1.83649  -0.92230  2.74800
O  -1.54347  0.85385  -2.22822
N  2.01221  -0.25680  1.10862
O  2.01086  0.27576  3.55458
O  2.86376  -1.84028  2.87902
S  -0.21749  0.00258  -1.83062
H  1.02600  1.20553  1.89257
H  1.06929  1.36216  0.06742
N  -0.33892  -0.05949  0.89756
H  -1.23475  -1.52089  -0.36214

The spin multiplicity is 1. The highest occupied orbital energy (spin up / spin down) comes out at -0.18695 / -0.15731 hartree. As for the total charge: -1. The calculation puts the total energy at -49924.71583 eV. For the gap between HOMO and LUMO (spin up / spin down), the calculation gives 7.89 / 6.53 eV.

Molecular formula: C2H5N2S
Method: DFT, ωB97M-V/def2-TZVPD

CARTESIAN COORDINATES (ANGSTROEM)
C  1.47174  -0.67456  0.03650
H  2.78419  -2.09918  -0.28152
H  0.30735  0.50621  1.96746
C  0.44991  0.22195  0.36727
H  -0.50419  1.24309  -1.19389
N  1.78746  -1.85730  -0.07620
S  2.08811  1.01298  -0.06104
H  -1.58437  0.00860  -0.33392
H  -1.20909  1.42018  0.09101
N  -0.78960  0.63565  -0.38630

The spin multiplicity is 1. The highest occupied orbital energy comes out at -0.51629 hartree. As for the total charge: +1. The calculation puts the total energy at -15959.01786 eV. For the gap between HOMO and LUMO, the calculation gives 9.23 eV. For the energy above the lowest of the compared OMol25 structures with the same formula, charge and spin, the calculation gives 3.920 eV.

Molecular formula: C2H5N2S3
Method: DFT, ωB97M-V/def2-TZVPD

CARTESIAN COORDINATES (ANGSTROEM)
H  -1.98568  1.01683  1.05829
S  -1.97428  0.70931  -0.23672
S  2.65190  0.70421  -0.44435
C  0.98784  -1.06882  0.19330
N  2.05652  -0.85019  -0.59609
S  -3.91632  0.01436  -0.24356
C  1.40807  0.99026  0.70439
H  -4.08881  0.14248  -1.56119
H  2.46625  -1.53796  -1.21702
H  0.47933  -2.01580  0.23107
H  1.28458  1.93332  1.20097
N  0.63059  -0.03801  0.91092

The spin multiplicity is 1. The highest occupied orbital energy comes out at -0.41630 hartree. As for the total charge: +1. The calculation puts the total energy at -37632.99482 eV. For the gap between HOMO and LUMO, the calculation gives 5.75 eV. For the energy above the lowest of the compared OMol25 structures with the same formula, charge and spin, the calculation gives 0.580 eV.

Molecular formula: C2H5N2Si
Method: DFT, ωB97M-V/def2-TZVPD

CARTESIAN COORDINATES (ANGSTROEM)
H  0.69254  1.64843  -1.28977
N  0.72292  -0.76270  -0.29583
H  -1.91433  1.44274  0.72169
Si  0.71407  1.04593  0.03984
H  1.97937  1.35042  0.96660
N  -1.47069  -0.47930  0.26570
C  -0.44277  -1.28771  -0.09924
H  -0.65662  -2.34196  -0.22973
H  1.50067  -1.35394  -0.56564
C  -1.12515  0.73809  0.48637

The spin multiplicity is 1. The highest occupied orbital energy comes out at -0.56852 hartree. As for the total charge: +1. The calculation puts the total energy at -13004.90594 eV. The SMILES is C1=NC=[NH+][SiH2]1. For the gap between HOMO and LUMO, the calculation gives 9.20 eV. For the energy above the lowest of the compared OMol25 structures with the same formula, charge and spin, the calculation gives 0.000 eV.